one:
18
Properties=species:S:1:pos:R:3 method="wB97M-V/def2-TZVPD" homo_lumo_gap_ev="7.720 / 7.719" lumo_ev="0.1 / 0.1" e_homo_ha="-0.281 / -0.281" total_charge=0 spin_multiplicity=1
C 2.3354 0.6347 0.5241
C 0.3046 1.6989 -0.1433
C 2.5870 -0.5453 -0.0916
C 2.7870 -1.6013 -0.8191
C -2.7819 1.0875 0.0956
C -1.7757 -1.1942 0.3289
N 1.5347 1.6420 0.0554
N -0.4615 0.5227 -0.0875
N -1.7044 0.2740 0.1605
H 2.8027 1.0224 1.4042
H -0.1870 2.6578 -0.2197
H 3.4675 -1.6694 -1.6530
H 2.4728 -2.5872 -0.5561
H -3.7528 0.7007 0.0322
H -2.5590 2.1991 -0.1780
H -2.6931 -1.7545 0.2465
H -1.0760 -1.5991 -0.3731
H -1.3003 -1.4887 1.2741


two:
18
Properties=species:S:1:pos:R:3 method="wB97M-V/def2-TZVPD" homo_lumo_gap_ev=8.333 lumo_ev=0.8 smiles=Cc1ncn2c1NCC2 e_homo_ha=-0.277 total_charge=0 spin_multiplicity=1
C 2.5558 -1.1196 -0.0285
C 1.5327 0.0096 -0.0100
N 1.8672 1.4172 -0.0088
C 0.7368 1.9531 -0.1490
N -0.3852 1.0807 -0.0046
C 0.1551 -0.1811 -0.1703
N -0.7706 -1.2104 -0.3136
C -2.0771 -0.6374 0.1475
C -1.8752 0.9110 -0.1095
H 2.7339 -1.4420 1.1693
H 3.4364 -1.0937 -0.6252
H 1.8434 -1.9089 -0.4047
H 0.7207 3.0951 0.0842
H -0.7115 -2.0678 0.1070
H -2.9264 -1.0273 -0.5877
H -2.3360 -0.7202 1.2630
H -2.2441 1.2566 -1.0034
H -2.2558 1.6849 0.6444


three:
18
Properties=species:S:1:pos:R:3 method="wB97M-V/def2-TZVPD" homo_lumo_gap_ev=8.937 lumo_ev=1.0 smiles=Cc1[nH]nc2c1CCN2 e_homo_ha=-0.292 total_charge=0 spin_multiplicity=1
C 2.0134 0.8395 1.6001
C 1.1181 0.8114 0.4010
N 1.6854 0.9000 -0.8567
N 0.8871 0.5348 -1.8869
C -0.2232 0.1334 -1.3520
C -0.1510 0.1841 0.0913
C -1.2537 -0.6307 0.6935
C -2.1707 -0.9427 -0.5402
N -1.4125 -0.4688 -1.8190
H 2.8213 1.4956 1.2845
H 1.4705 1.1509 2.4149
H 2.3838 -0.1045 1.9398
H 2.3873 1.5627 -1.0935
H -0.9138 -1.7126 1.0774
H -1.9136 -0.0909 1.3978
H -2.3473 -2.0514 -0.4779
H -3.0526 -0.4565 -0.3351
H -1.3284 -1.1546 -2.5390


four:
18
Properties=species:S:1:pos:R:3 method="wB97M-V/def2-TZVPD" homo_lumo_gap_ev=9.315 lumo_ev=0.8 e_homo_ha=-0.312 total_charge=0 spin_multiplicity=1
H 1.5970 -1.0744 1.2838
N 2.3972 -0.4681 1.2281
C 1.9261 -0.0854 0.0777
N 0.5713 -0.2532 -0.5360
C 0.4083 0.5952 -1.6048
C -0.7661 0.7437 -2.1063
C -1.5466 0.0390 -1.0994
C -0.8501 -0.5522 -0.0253
C -1.2786 -0.6945 1.2750
N -0.8015 0.4433 2.0691
H 2.4661 0.9242 -0.4849
H 1.5850 1.1507 -1.7551
H -1.0186 1.1202 -3.1845
H -2.7630 0.2835 -1.2153
H -1.0331 -1.7436 1.7513
H -2.4423 -0.8600 1.2028
H 0.1306 0.4818 2.5001
H -1.0485 1.3889 1.4726


Which structure wins on stability? three wins.


one:
21
Properties=species:S:1:pos:R:3 method="wB97M-V/def2-TZVPD" homo_lumo_gap_ev=10.683 lumo_ev=0.9 smiles="CCNC(C)=O.O.O" e_homo_ha=-0.361 total_charge=0 spin_multiplicity=1
C -1.5192 1.9662 -0.8394
C -1.4327 0.4859 -1.1232
N -0.3916 -0.1732 -0.3417
C -0.6064 -1.0760 0.6457
C -1.9855 -1.2893 1.2320
O 0.3205 -1.7171 1.1496
H -2.1183 2.4393 -1.6286
H -0.5277 2.4220 -0.8002
H -2.0536 2.1743 0.0880
H -2.3980 0.0423 -0.8803
H -1.3104 0.1376 -2.1503
H 0.4821 0.3430 -0.2750
H -2.2762 -2.3293 1.0908
H -1.8463 -1.2487 2.3083
H -2.7419 -0.5927 0.8977
O 1.9853 1.7449 -0.8299
H 2.4865 1.1825 -0.2036
H 2.0983 1.2256 -1.6444
O 2.6624 -0.5118 0.5226
H 3.3220 -1.0624 0.9583
H 1.8520 -0.9983 0.8396


two:
21
Properties=species:S:1:pos:R:3 method="wB97M-V/def2-TZVPD" homo_lumo_gap_ev=3.072 lumo_ev=-5.4 e_homo_ha=-0.313 total_charge=0 spin_multiplicity=1
C -2.9819 2.8206 -0.0876
O 0.2724 -0.2822 -1.7101
C -2.0808 1.7676 -0.0345
C 0.0637 -2.2030 1.0058
C 0.5712 -1.3654 1.9187
O 3.0457 -1.7412 -0.1893
N -2.1541 0.6000 -0.6248
H -3.9096 2.7716 -0.6436
H -2.7378 3.7140 0.4703
H 0.9269 0.1123 -1.0812
H -1.2005 1.9735 0.5727
H -0.7007 -2.9124 1.3004
H 0.4415 -2.1525 -0.0020
H 1.3412 -0.6470 1.6493
H 0.2306 -1.3744 2.9491
H 3.9020 -1.6941 -0.5767
H -3.0281 0.5372 -1.1548
H -0.5502 0.0429 -1.3303
H 2.7057 -0.7796 -0.1681
H 2.4907 1.4125 -0.0791
O 1.9728 0.6129 0.0733


Which structure wins on stability? one wins.